{"formula": "C4H9Br2OP", "method": "the ωB97M-V functional and the def2-TZVPD basis", "species": ["Br", "Br", "P", "O", "C", "C", "C", "C", "H", "H", "H", "H", "H", "H", "H", "H", "H"], "positions_angstrom": [[0.446, 3.827, -0.512], [-1.878, 4.030, 2.099], [-1.296, 2.835, 0.221], [-2.420, 2.879, -0.747], [0.849, -0.798, 0.430], [-0.458, 1.136, 1.061], [0.260, 0.503, -0.102], [-0.718, 0.180, -1.281], [1.577, -1.163, -0.147], [-1.776, 0.034, -1.038], [1.150, 1.020, -0.345], [0.112, 1.549, 1.826], [-0.697, 1.000, -1.978], [-1.422, 0.489, 1.285], [-0.350, -0.858, -1.638], [-0.087, -1.432, 0.509], [1.310, -0.708, 1.315]], "molar_mass_g_mol": 263.897, "energy_ha": -5722.454737, "smiles": "CC(C)CP(=O)(Br)Br", "spin_multiplicity": 1, "fmax_ev_per_a": 5.6, "e_lumo_ev": -0.1, "e_above_lowest_kj_mol": 0.00, "homo_lumo_gap_ev": 10.23, "charge": 0, "homo_ev": -10.29}

***

{"formula": "C2H3N2O2", "method": "the ωB97M-V functional and the def2-TZVPD basis", "species": ["O", "O", "N", "N", "C", "C", "H", "H", "H"], "positions_angstrom": [[-0.104, -1.681, 0.389], [0.926, 0.811, 0.523], [2.013, -0.084, 0.905], [3.885, -0.221, -0.626], [2.930, -0.119, 0.046], [-0.347, -0.692, -0.246], [-0.030, -0.470, -1.292], [0.297, 0.945, 1.191], [-1.368, -0.252, 0.027]], "molar_mass_g_mol": 87.058, "energy_ha": -337.904671, "spin_multiplicity": 1, "fmax_ev_per_a": 3.8, "e_lumo_ev": 4.0, "e_above_lowest_kj_mol": 274.93, "homo_lumo_gap_ev": 6.88, "charge": -1, "homo_ev": -2.84}

***

{"formula": "C14H19Cl2N3OS", "method": "the ωB97M-V functional and the def2-TZVPD basis", "species": ["Cl", "Cl", "S", "O", "N", "N", "N", "C", "C", "C", "C", "C", "C", "C", "C", "C", "C", "C", "C", "C", "C", "H", "H", "H", "H", "H", "H", "H", "H", "H", "H", "H", "H", "H", "H", "H", "H", "H", "H", "H"], "positions_angstrom": [[-5.327, -1.157, 0.871], [-4.289, 1.734, 0.213], [2.323, 0.447, -2.302], [5.032, -1.777, 0.353], [3.003, 0.051, 1.121], [0.015, -0.424, -1.535], [0.755, 1.507, -0.452], [5.231, -0.385, 0.264], [1.803, 2.379, 0.023], [-2.062, 0.541, -0.696], [-1.738, -1.842, -0.721], [4.409, 0.357, 1.318], [-3.778, -0.924, 0.154], [-3.312, 0.356, -0.128], [0.971, 0.543, -1.361], [-2.987, -2.020, -0.164], [1.982, 2.263, 1.538], [-1.247, -0.557, -0.974], [3.671, -2.077, 0.165], [2.803, -1.384, 1.217], [2.127, 0.805, 1.994], [3.577, -3.161, 0.242], [-1.130, -2.700, -0.962], [4.936, -0.031, -0.734], [1.563, 3.415, -0.242], [4.745, 0.052, 2.326], [-1.758, 1.539, -0.967], [6.298, -0.215, 0.415], [1.122, 2.699, 2.052], [-0.030, 1.392, 0.173], [4.565, 1.430, 1.205], [2.721, 2.087, -0.491], [1.750, -1.611, 1.028], [2.470, 0.787, 3.044], [1.146, 0.322, 1.967], [3.072, -1.766, 2.219], [2.862, 2.840, 1.820], [-3.358, -3.013, 0.034], [0.340, -1.198, -2.100], [3.353, -1.745, -0.834]], "molar_mass_g_mol": 348.299, "energy_ha": -2102.962378, "smiles": "S=C(NCCCN1CCOCC1)Nc1ccc(Cl)c(Cl)c1", "spin_multiplicity": 1, "fmax_ev_per_a": 0.7, "e_lumo_ev": 0.4, "e_above_lowest_kj_mol": 0.00, "homo_lumo_gap_ev": 8.54, "charge": 0, "homo_ev": -8.10}

***

{"formula": "C30H35BrClN2O5PS", "method": "the ωB97M-V functional and the def2-TZVPD basis", "species": ["Br", "Cl", "S", "P", "O", "O", "O", "O", "O", "N", "N", "C", "C", "C", "C", "C", "C", "C", "C", "C", "C", "C", "C", "C", "C", "C", "C", "C", "C", "C", "C", "C", "C", "C", "C", "C", "C", "C", "C", "C", "C", "H", "H", "H", "H", "H", "H", "H", "H", "H", "H", "H", "H", "H", "H", "H", "H", "H", "H", "H", "H", "H", "H", "H", "H", "H", "H", "H", "H", "H", "H", "H", "H", "H", "H", "H"], "positions_angstrom": [[2.271, -3.215, 2.228], [-2.692, -4.615, 3.265], [-1.392, 3.321, -3.155], [3.795, 0.927, -1.190], [3.831, 0.834, 0.500], [3.649, -2.041, -0.552], [5.026, 0.019, -1.877], [-0.714, -3.648, -2.116], [3.116, 2.507, -3.680], [4.082, 1.507, 4.862], [-4.849, 0.641, 1.169], [1.575, -2.791, 0.455], [-2.053, -3.302, 0.824], [-2.075, 2.072, -0.738], [-0.065, 0.777, -3.146], [-0.545, -0.577, -2.773], [-3.914, 0.095, 3.313], [-3.804, 0.401, 1.966], [-0.637, -4.031, 0.907], [5.343, 0.127, 3.351], [-1.914, -1.160, -3.231], [5.076, 1.376, 5.746], [0.314, -1.421, -1.929], [-5.181, 0.038, 3.870], [0.357, -3.204, 0.020], [-0.114, -2.852, -1.442], [-2.925, -1.481, -2.055], [6.229, 0.645, 5.509], [2.114, 0.353, -1.835], [4.232, 0.885, 3.687], [2.456, -1.934, -0.515], [-2.742, -3.132, 2.231], [1.802, 2.632, -3.078], [-0.963, 1.737, -4.012], [1.638, -0.977, -1.446], [-6.281, 0.284, 3.065], [3.172, 3.432, -4.776], [6.360, 0.008, 4.284], [-6.062, 0.578, 1.728], [-2.684, 2.999, -1.891], [1.267, 1.206, -2.679], [3.323, 1.599, 0.820], [-2.459, -0.537, -3.977], [-3.031, -0.093, 3.911], [-1.964, -2.259, 0.404], [-6.892, 0.775, 1.057], [-2.936, -2.572, -1.786], [-3.978, -1.243, -2.371], [-1.682, -2.132, -3.750], [-3.631, 2.565, -2.317], [-2.292, -2.228, 2.717], [7.003, 0.576, 6.262], [-0.346, -3.972, 1.992], [-3.813, -2.858, 2.022], [-3.008, 3.939, -1.364], [-7.287, 0.249, 3.464], [-2.418, 1.030, -0.941], [1.806, 3.296, -2.175], [-0.958, 2.068, -0.798], [-5.310, -0.197, 4.920], [-0.410, 1.968, -4.957], [4.216, 3.577, -5.143], [3.412, 1.010, 2.991], [4.926, 1.889, 6.690], [1.158, 3.091, -3.876], [5.409, -0.357, 2.386], [-1.925, 1.259, -4.309], [2.524, 3.007, -5.599], [-2.701, -3.852, 0.086], [-0.693, -5.105, 0.611], [-2.348, 2.413, 0.288], [-2.690, -0.921, -1.108], [-2.832, 0.460, 1.485], [5.720, 0.668, -2.081], [7.246, -0.575, 4.060], [2.761, 4.441, -4.480]], "molar_mass_g_mol": 682.017, "energy_ha": -5423.495965, "smiles": "CCSCc1c(CC)c2c(c(P(O)O)c1COC)C(=O)C(Br)=C(CCCCl)C2=O.c1ccncc1.c1ccncc1", "spin_multiplicity": 1, "fmax_ev_per_a": 3.8, "e_lumo_ev": -0.9, "homo_lumo_gap_ev": 6.90, "charge": 0, "homo_ev": -7.79}